(1)
The following is a DFT calculation (wB97M-V/def2-TZVPD) of a structure of composition C19H47NO19S5Si at a distorted geometry.

E_LUMO ... -0.45 eV
Calculated total energy ... -122908.1832 eV
HOMO-LUMO gap ... 9.9 eV
Highest occupied orbital energy ... -10.333 eV

Geometry as ORCA input:
```
! wB97M-V def2-TZVPD RIJCOSX def2/J DEFGRID3
* xyz 0 1
C 6.568 -3.734 -0.632
Si 5.014 -2.703 -0.907
C 5.051 -1.296 0.330
C 4.958 -1.929 -2.624
O 3.639 -3.598 -0.506
C 3.165 -4.512 -1.481
C 1.650 -4.639 -1.369
C 0.974 -3.321 -1.215
O -0.466 -3.500 -1.550
S -1.139 -2.114 -1.136
O -2.422 -2.247 -0.598
O -0.972 -1.266 -2.235
O -0.140 -1.732 0.088
C 0.888 -2.721 0.140
O 0.813 -3.608 1.200
N 1.932 -3.345 2.105
O 2.490 -4.317 2.361
H 6.320 -4.786 -0.583
H 7.288 -3.591 -1.427
H 7.030 -3.413 0.290
H 5.811 -0.564 0.097
H 5.137 -1.699 1.333
H 4.069 -0.835 0.282
H 5.805 -2.306 -3.186
H 4.082 -2.197 -3.201
H 5.050 -0.854 -2.553
H 3.389 -4.196 -2.500
H 3.581 -5.504 -1.338
H 1.284 -5.085 -2.287
H 1.413 -5.303 -0.550
H 1.314 -2.597 -1.947
H 1.813 -2.166 0.284
O -4.707 -3.043 -6.612
S -4.010 -1.830 -6.910
O -2.591 -1.757 -6.762
O -4.687 -0.639 -6.106
C -4.852 -0.799 -4.678
C -3.568 -0.572 -3.910
C -4.448 -1.277 -8.523
H -5.270 -1.782 -4.458
H -5.587 -0.055 -4.381
H -2.841 -1.355 -4.117
H -3.765 -0.569 -2.838
H -3.112 0.378 -4.189
H -5.529 -1.296 -8.617
H -3.990 -1.962 -9.232
H -4.059 -0.272 -8.664
O 3.199 -0.100 2.935
S 2.142 0.863 2.959
O 1.956 1.759 1.862
O 2.201 1.692 4.312
C 3.448 2.342 4.648
C 3.666 3.618 3.862
C 0.623 0.036 3.286
H 4.275 1.643 4.516
H 3.381 2.565 5.711
H 3.822 3.406 2.804
H 4.542 4.149 4.236
H 2.800 4.271 3.939
H 0.757 -0.616 4.145
H 0.375 -0.546 2.401
H -0.146 0.780 3.474
O 2.411 6.677 4.152
S 3.297 7.759 3.852
O 4.689 7.674 4.164
O 2.698 9.096 4.472
C 2.363 9.090 5.876
C 3.584 9.230 6.763
C 3.115 8.204 2.160
H 1.796 8.190 6.116
H 1.699 9.940 6.017
H 4.221 8.349 6.701
H 3.278 9.358 7.801
H 4.181 10.089 6.460
H 2.057 8.307 1.937
H 3.553 7.403 1.570
H 3.646 9.136 1.985
O -7.449 -0.791 -1.180
S -8.374 -1.828 -0.838
O -8.956 -1.884 0.466
O -7.719 -3.237 -1.176
C -6.412 -3.536 -0.636
C -6.473 -3.913 0.831
C -9.655 -1.890 -2.043
H -5.736 -2.696 -0.801
H -6.038 -4.373 -1.221
H -6.762 -3.063 1.446
H -5.497 -4.262 1.166
H -7.210 -4.700 0.993
H -9.206 -1.890 -3.032
H -10.269 -1.004 -1.903
H -10.244 -2.788 -1.880
*
```

Atomic partial charges in e from the Mulliken method, atoms 1 to 6: -1.204 0.678 -1.102 -1.259 -0.091 -0.627

=====

(2)
The following is a DFT calculation (wB97M-V/def2-TZVPD) of a structure of composition C19H47O20S5V at a distorted geometry.

E_LUMO (spin up / spin down) ... 1.90 / 1.90 eV
Calculated total energy ... -141276.8591 eV
HOMO-LUMO gap (spin up / spin down) ... 5.9 / 6.0 eV
Highest occupied orbital energy (spin up / spin down) ... -4.002 / -4.060 eV
Relative energy (zero: lowest compared OMol25 entry of this formula, charge and spin) ... 137.8 kcal/mol

Geometry as ORCA input:
```
! wB97M-V def2-TZVPD RIJCOSX def2/J DEFGRID3
* xyz -1 2
O 13.031 4.723 -11.078
V 13.651 3.302 -10.730
C 17.060 0.952 -10.726
C 15.577 0.968 -10.373
C 15.105 -0.356 -9.775
O 15.138 2.043 -9.625
H 17.652 0.807 -9.811
H 17.308 1.990 -10.963
H 17.323 0.130 -11.391
H 15.005 0.971 -11.337
H 15.120 -1.108 -10.578
H 14.064 -0.363 -9.440
H 15.665 -0.650 -8.881
C 11.877 2.162 -9.063
O 11.920 1.318 -8.136
O 11.932 1.944 -10.342
O 12.723 3.156 -8.823
O 10.907 3.693 -12.581
S 9.861 4.644 -12.470
O 10.121 6.048 -12.354
O 8.822 4.412 -13.687
C 9.074 5.019 -14.949
C 7.839 5.599 -15.580
C 8.757 4.202 -11.157
H 9.662 4.387 -15.620
H 9.800 5.830 -14.802
H 7.299 6.307 -14.950
H 7.098 4.832 -15.818
H 8.117 6.143 -16.483
H 7.906 4.862 -11.335
H 9.323 4.474 -10.271
H 8.327 3.211 -11.249
O 17.742 5.391 -11.389
S 16.675 4.823 -12.145
O 15.595 4.151 -11.533
O 16.027 5.922 -13.139
C 16.725 7.151 -13.380
C 16.815 8.105 -12.205
C 17.399 3.836 -13.472
H 16.156 7.647 -14.171
H 17.694 6.927 -13.837
H 17.438 7.613 -11.463
H 15.835 8.356 -11.799
H 17.243 9.072 -12.474
H 16.509 3.540 -14.022
H 17.978 3.026 -13.040
H 17.999 4.536 -14.046
O 13.612 2.572 -12.809
S 12.986 1.797 -13.818
O 12.495 2.455 -14.994
O 14.036 0.734 -14.394
C 13.761 0.043 -15.618
C 14.521 0.606 -16.802
C 11.771 0.738 -13.099
H 12.709 0.202 -15.867
H 13.964 -1.004 -15.403
H 14.034 0.195 -17.689
H 15.567 0.296 -16.809
H 14.462 1.691 -16.831
H 11.149 0.179 -13.795
H 11.193 1.242 -12.326
H 12.392 -0.044 -12.652
O 11.209 12.650 -12.049
S 12.471 12.016 -12.202
O 13.378 11.879 -11.107
O 12.288 10.613 -12.934
C 13.200 9.531 -12.650
C 12.446 8.354 -12.036
C 13.343 12.862 -13.532
H 14.021 9.891 -12.034
H 13.599 9.180 -13.605
H 11.588 8.117 -12.658
H 12.145 8.683 -11.041
H 13.107 7.489 -11.969
H 13.604 13.850 -13.147
H 12.643 13.030 -14.344
H 14.277 12.353 -13.750
O 15.651 7.083 -7.436
S 14.384 6.597 -7.881
O 14.347 5.485 -8.758
O 13.473 6.159 -6.630
C 12.044 6.190 -6.809
C 11.495 5.036 -5.985
C 13.495 7.973 -8.608
H 11.720 6.065 -7.842
H 11.723 7.177 -6.462
H 10.452 4.851 -6.256
H 11.512 5.280 -4.925
H 12.044 4.139 -6.273
H 12.544 7.606 -8.983
H 13.974 8.407 -9.481
H 13.436 8.683 -7.784
*
```

Atomic partial charges in e from the Mulliken method, atoms 1 to 6: -0.233 1.927 -1.388 2.293 -1.629 -0.820

=====

(3)
The following is a DFT calculation (wB97M-V/def2-TZVPD) of a structure of composition C19H48Al2Be2Br2Cl2F2NO5P2S2 at a distorted geometry.

E_LUMO ... -11.99 eV
Calculated total energy ... -256968.6288 eV
HOMO-LUMO gap ... 1.6 eV
Highest occupied orbital energy ... -13.599 eV
Relative energy (zero: lowest compared OMol25 entry of this formula, charge and spin) ... 148.6 kcal/mol

Geometry as ORCA input:
```
! wB97M-V def2-TZVPD RIJCOSX def2/J DEFGRID3
* xyz 3 1
C 2.123 -4.076 -4.814
C 2.066 -2.789 -5.631
O 2.968 -1.762 -5.188
C 4.289 -2.059 -5.490
C 5.199 -1.149 -4.635
C 4.792 0.314 -4.660
C 4.765 1.043 -3.321
C 3.441 1.811 -3.070
Al 2.245 0.956 -1.627
C 0.445 1.846 -1.763
C -0.730 0.884 -2.037
C -1.380 1.220 -3.385
Br -2.127 1.049 -0.659
P 2.076 -1.401 -1.940
S 1.113 -2.237 -0.434
P 3.316 1.310 0.435
C 3.054 -0.077 1.658
C 5.170 1.319 0.155
C 5.802 -0.097 -0.052
H 3.119 -4.513 -4.761
H 1.796 -3.889 -3.795
H 1.483 -4.799 -5.309
H 2.158 -2.968 -6.701
H 1.067 -2.382 -5.491
H 4.518 -1.833 -6.536
H 4.556 -3.108 -5.304
H 5.258 -1.576 -3.609
H 6.223 -1.253 -5.091
H 5.628 0.840 -5.306
H 3.849 0.462 -5.163
H 4.893 0.303 -2.520
H 5.594 1.781 -3.253
H 3.691 2.813 -2.712
H 2.888 1.973 -3.993
H 0.258 2.334 -0.806
H 0.451 2.606 -2.538
H -0.462 -0.168 -2.065
H -0.801 0.795 -4.205
H -1.466 2.297 -3.493
H -2.389 0.822 -3.427
H 1.272 -1.574 -3.088
H 3.361 -1.953 -2.156
H 2.023 -0.170 1.973
H 3.392 -1.006 1.093
H 3.728 0.046 2.493
H 5.453 2.044 -0.629
H 5.596 1.703 1.087
H 6.510 -0.038 -0.936
H 6.375 -0.416 0.810
H 5.075 -0.850 -0.340
Be 7.400 1.489 -0.824
C -4.432 -0.081 2.874
N -5.342 0.830 2.129
O -4.886 1.524 1.245
O -6.508 0.810 2.468
H -3.423 0.033 2.494
H -4.514 0.215 3.917
H -4.788 -1.099 2.727
Cl -3.578 3.349 7.081
C -5.265 3.095 6.656
C -5.732 1.767 7.125
Cl -5.062 0.398 6.283
H -5.360 3.199 5.562
H -5.864 3.920 7.132
H -6.855 1.767 6.882
H -5.568 1.622 8.192
Br 2.849 -2.444 2.817
F 5.863 0.946 -6.655
Be -7.582 3.094 6.744
C -2.913 -3.924 -0.563
S -3.904 -2.523 -0.026
O -4.505 -2.881 1.287
C -5.186 -2.696 -1.272
H -2.068 -4.022 0.114
H -3.516 -4.831 -0.532
H -2.552 -3.741 -1.575
H -5.640 -3.684 -1.194
H -4.750 -2.552 -2.260
H -5.939 -1.931 -1.092
C -5.828 3.386 10.977
O -6.035 4.096 9.744
H -6.073 2.339 10.815
H -4.785 3.465 11.287
H -6.473 3.785 11.759
H -5.812 5.019 9.904
F -6.182 4.262 4.349
Al 7.085 -2.431 -4.337
*
```

Atomic partial charges in e from the Mulliken method, atoms 1 to 6: -0.953 -0.480 -0.134 -0.857 0.721 -0.764